Here is a 13-piece molecular cluster, C46H74F6O25 overall from the OMol25 dataset. Energies are from the ωB97M-V functional and the def2-TZVPD basis.

Geometry (Å):
1 H -0.688 3.748 3.980
2 O -1.602 2.039 7.741
3 C -4.701 0.703 0.912
4 C 5.162 -1.564 -0.804
5 C -0.377 -3.288 5.721
6 C 5.544 0.558 -0.071
7 H 1.442 4.091 -0.988
8 O 3.447 0.070 -3.115
9 C -3.244 -4.214 0.452
10 H 0.022 -3.380 -7.287
11 H -2.288 -2.599 -2.615
12 O -1.082 3.127 -2.197
13 H 3.618 1.469 -5.596
14 H 3.212 1.573 -1.673
15 C 0.697 -2.821 -5.317
16 C -2.302 3.839 -2.081
17 H 2.275 -6.158 -0.709
18 H -1.793 -3.700 7.302
19 H 2.557 5.820 -0.007
20 H -4.210 3.283 -3.011
21 C -0.344 -2.888 -6.384
22 H -1.198 -3.485 -6.047
23 C -3.689 1.245 2.854
24 O -5.152 0.049 0.029
25 C 0.028 -0.829 1.747
26 H -0.070 1.558 -0.581
27 H -2.916 0.985 -3.670
28 H -2.424 -4.040 5.670
29 O -3.477 -2.462 1.895
30 H -3.195 -2.716 -5.310
31 H 0.729 -3.713 -4.689
32 H 1.647 3.687 5.637
33 H 0.334 2.374 4.345
34 H -1.002 -0.994 -1.160
35 H -1.878 -2.558 0.564
36 H 2.153 -0.268 5.534
37 H -4.907 -0.515 -4.916
38 H -3.418 -2.051 -0.142
39 H -0.641 3.617 0.845
40 F 4.039 -1.602 1.381
41 C -3.344 2.838 -2.523
42 H 0.742 -0.623 -1.148
43 O -0.527 -2.392 4.646
44 H 3.392 4.455 0.807
45 H 1.366 0.782 1.088
46 O -3.139 -4.629 1.792
47 H 4.885 -0.371 -4.628
48 O 0.158 -1.550 0.512
49 H 3.235 3.276 -3.370
50 H -0.482 -1.730 -3.824
51 H 5.195 1.007 3.032
52 O -2.279 -2.062 5.990
53 H 1.659 2.964 0.370
54 O 0.858 -6.266 -2.255
55 C 0.076 4.426 0.710
56 H -0.896 0.022 -5.284
57 C -0.454 0.737 0.022
58 C 2.792 1.221 -2.623
59 C 0.947 -4.415 -0.931
60 C 2.857 0.497 5.204
61 F -2.281 -4.829 -0.294
62 C 3.235 1.984 3.414
63 C -0.169 -0.654 -0.534
64 H -0.821 1.100 -2.719
65 O 0.175 3.237 7.022
66 C 2.443 4.968 0.661
67 O -0.653 -5.477 -3.730
68 O -4.422 0.241 2.138
69 F 0.441 -6.550 -0.063
70 H 4.950 -0.344 5.257
71 H -1.520 0.945 0.154
72 H -5.073 2.888 2.659
73 H 4.888 -1.564 -1.855
74 C -0.138 -0.679 -5.647
75 H 1.775 -3.732 -1.134
76 H 1.622 6.524 1.916
77 C 4.038 -1.074 0.087
78 H -2.232 4.718 -2.738
79 O 6.051 1.601 0.173
80 O -0.804 -1.532 -6.576
81 C -1.013 2.570 6.865
82 H -2.605 -1.176 -4.553
83 C 0.320 0.619 1.355
84 O -4.286 -2.455 -2.359
85 C -5.000 -1.355 -2.943
86 O 2.228 1.253 4.177
87 H -3.644 2.210 -1.683
88 H -2.686 2.558 -4.523
89 C -3.466 -3.596 2.598
90 C -3.307 -2.002 -4.497
91 H 5.404 0.623 -3.260
92 H 2.996 -1.248 -0.208
93 H -2.612 1.182 2.687
94 H 4.923 2.359 -4.825
95 H -2.373 4.264 -1.080
96 C 4.548 1.291 3.863
97 F 0.342 5.168 5.891
98 H 5.110 1.911 4.564
99 H 3.064 1.808 2.354
100 O -1.706 -0.435 4.597
101 H 1.174 -1.223 -3.926
102 H 0.674 -0.080 -6.077
103 C -1.102 2.074 -3.136
104 O -0.035 -4.235 -1.937
105 C -4.182 2.503 2.157
106 H -4.613 -0.391 -2.601
107 H 3.968 -0.801 3.892
108 H -0.977 -0.951 2.158
109 C -0.080 -5.364 -2.710
110 H 1.684 -2.668 -5.769
111 H -5.460 -2.116 -4.976
112 C -1.486 -1.501 5.068
113 H -6.044 -1.408 -2.644
114 C 1.251 -5.894 -0.977
115 C 4.111 1.654 -4.641
116 H -0.361 5.256 0.143
117 C 0.347 -1.607 -4.528
118 O -4.478 2.034 0.852
119 C -1.779 -3.389 6.261
120 H -3.961 1.143 3.899
121 H 2.099 2.390 -4.294
122 H 1.739 1.017 -2.426
123 F -3.187 3.434 2.105
124 H 0.385 -2.947 6.422
125 C -4.741 -1.489 -4.446
126 H 2.304 5.231 2.883
127 O -1.296 2.446 5.559
128 C 1.402 3.987 0.098
129 H 3.223 3.038 3.688
130 O 0.494 4.801 2.017
131 C 0.583 3.797 5.836
132 C -2.599 2.021 -3.577
133 C 1.757 5.437 1.962
134 O -3.770 -3.687 3.747
135 C 3.030 2.270 -3.735
136 H 0.019 1.310 2.142
137 H -3.177 -3.891 -3.446
138 H 5.505 -2.527 -0.436
139 C -0.311 3.133 4.793
140 H 0.539 -4.160 0.048
141 C 4.557 0.388 -3.920
142 C 4.169 0.015 4.590
143 O 6.156 -0.517 -0.600
144 H -4.216 -4.439 0.008
145 C -2.959 -2.722 0.580
146 C -3.191 -2.830 -3.191
147 H -0.402 2.288 -3.948
148 H 0.786 -1.219 2.426
149 H 3.056 1.103 6.098
150 O 4.261 0.273 0.222
151 F 0.051 -4.489 5.247

HOMO: -0.351 Ha
Charge: 0
Orbital gap: 9.63 eV

---

Here is a 6-piece molecular cluster, H12O6 overall from the OMol25 dataset. Energies are from the ωB97M-V functional and the def2-TZVPD basis.

Geometry (Å):
1 O 1.036 -1.902 -3.155
2 H 0.030 -0.438 -0.351
3 H 0.631 -1.530 -2.372
4 H 1.605 -1.206 -3.484
5 O -2.227 1.861 0.047
6 H 2.452 2.806 1.379
7 O 0.268 0.383 1.663
8 H -0.953 -0.070 -1.442
9 H -0.547 -2.388 1.552
10 O -0.216 -0.650 -1.252
11 H -0.091 -0.248 2.286
12 H -0.396 1.071 1.609
13 H 0.600 -2.524 0.572
14 H -2.926 1.829 -0.605
15 H -2.684 1.897 0.888
16 O -0.054 -3.036 1.048
17 H 1.585 1.641 0.950
18 O 1.886 2.504 0.667

HOMO (alpha / beta): -0.549 / -0.518 Ha
Charge: +1
2S+1: 2
Orbital gap (alpha / beta): 11.15 / 2.49 eV
⟨S²⟩: 0.755
Energy above the lowest of the compared OMol25 structures with the same formula, charge and spin: 154.2 kJ/mol

---

Here is a 2-piece molecular cluster, C5H6O2 overall from the OMol25 dataset. Energies are from the ωB97M-V functional and the def2-TZVPD basis.

Geometry (Å):
1 H -2.145 -2.774 -0.304
2 C -0.182 1.057 0.899
3 C 1.434 -0.323 -0.492
4 C -0.802 -1.018 -0.266
5 H 0.176 0.640 1.855
6 C -1.685 -1.836 -0.662
7 O 2.383 0.300 -0.043
8 C 0.060 -0.005 -0.144
9 H -1.252 1.265 1.016
10 H -1.451 -0.413 -1.783
11 H 1.604 -1.189 -1.170
12 H 1.402 2.035 0.518
13 O 0.459 2.259 0.576

HOMO (alpha / beta): -0.322 / -0.323 Ha
Charge: 0
Orbital gap (alpha / beta): 6.86 / 7.18 eV
Energy above the lowest of the compared OMol25 structures with the same formula, charge and spin: 645.0 kJ/mol

---

Here is a 2-piece molecular cluster, C5H16N2O2 overall from the OMol25 dataset. Energies are from the ωB97M-V functional and the def2-TZVPD basis.

Geometry (Å):
1 C -0.212 1.237 -2.827
2 H -1.247 1.522 -3.052
3 O 0.879 -0.649 -1.905
4 C 0.427 0.701 -1.575
5 H 0.374 2.100 -3.253
6 H 1.255 1.311 -1.177
7 H -0.676 -1.834 2.473
8 H 0.418 0.510 2.675
9 H 0.067 -1.159 -1.957
10 H 0.214 -1.112 0.565
11 H -1.471 -0.136 -0.792
12 O 3.372 0.072 -0.289
13 H 2.562 -0.187 -0.754
14 H -1.396 -0.888 3.649
15 C -1.272 -0.908 2.561
16 H -2.529 -1.057 0.950
17 H 0.047 0.587 -3.690
18 C -0.569 0.429 -0.426
19 H -0.963 1.158 1.835
20 N -2.594 -1.087 1.965
21 N 0.208 -0.108 0.709
22 H 3.168 0.699 0.410
23 H -1.063 1.358 -0.171
24 H -3.092 -0.224 2.185
25 C -0.431 0.243 2.045

HOMO: -0.338 Ha
Charge: 0
SMILES: C[C@H](O)CNCCN.O
Orbital gap: 9.92 eV
Energy above the lowest of the compared OMol25 structures with the same formula, charge and spin: 207.9 kJ/mol

---

Here is one molecule with the formula C3H8O from the OMol25 dataset. Energies are from the ωB97M-V functional and the def2-TZVPD basis.

Geometry (Å):
1 H 0.901 -1.681 -1.446
2 C -0.399 -0.283 -0.382
3 H -1.259 -0.962 -0.311
4 H 0.656 0.952 1.056
5 H 1.118 -1.707 0.310
6 C -0.384 0.661 0.828
7 O -1.206 1.799 0.653
8 H -0.775 0.159 1.719
9 H 1.750 -0.356 -0.639
10 H -0.843 2.301 -0.087
11 C 0.910 -1.056 -0.547
12 H -0.572 0.322 -1.282

HOMO: -0.377 Ha
Charge: 0
SMILES: CCCO
Orbital gap: 11.35 eV
Energy above the lowest of the compared OMol25 structures with the same formula, charge and spin: 23.8 kJ/mol

---

Here is a 2-piece molecular cluster, C28H38NO7 overall from the OMol25 dataset. Energies are from the ωB97M-V functional and the def2-TZVPD basis.

Geometry (Å):
1 H 0.875 2.848 5.785
2 H 2.686 4.728 -1.578
3 H -6.588 1.358 -0.816
4 H -0.722 2.155 5.503
5 C 1.765 0.824 1.116
6 H 1.046 -3.137 -7.195
7 H 2.789 -3.778 -6.259
8 C 1.396 1.359 -0.194
9 O 2.824 -0.800 2.415
10 H 1.511 2.695 -2.300
11 O 2.460 -1.320 0.258
12 H 2.698 2.488 4.034
13 H 2.438 0.740 3.896
14 C -3.027 -0.808 -0.717
15 C 0.811 -2.637 -1.502
16 C -5.893 1.237 -1.652
17 O -5.551 1.066 1.082
18 H 3.853 -2.463 1.722
19 H 4.360 -3.281 4.047
20 H -1.467 -0.374 2.285
21 H -5.234 2.113 -1.741
22 C -0.591 -1.066 -0.148
23 H 5.054 -1.695 3.709
24 H 2.381 -2.806 2.682
25 O -5.119 0.016 -1.501
26 H -0.493 -2.944 -6.303
27 H 1.188 -3.074 -0.584
28 C -0.214 -1.648 -1.398
29 H -0.802 -1.298 -4.762
30 C 0.345 2.005 5.331
31 C 2.100 1.716 3.526
32 C -1.926 -0.715 0.189
33 O 1.015 0.762 -1.194
34 C 2.410 1.809 2.033
35 H -4.989 0.922 4.650
36 H -6.445 1.087 -2.583
37 H 1.247 5.306 -0.705
38 C -4.201 -0.114 -0.504
39 C 2.352 -0.512 1.175
40 H -0.008 3.255 -1.530
41 C -0.337 -1.668 -3.851
42 C 1.593 4.707 -1.552
43 H 3.234 -2.205 -5.562
44 H 2.159 -3.731 -2.745
45 H -5.259 1.939 3.197
46 H 0.651 1.090 5.845
47 H -2.949 -1.389 -1.633
48 C 0.626 1.924 3.836
49 H 0.056 1.112 3.367
50 C 2.690 -3.147 -5.367
51 C -2.226 -0.286 1.512
52 C -3.479 0.187 1.863
53 N 1.278 -2.902 -5.157
54 H 2.125 2.799 1.665
55 H 3.592 -1.837 4.726
56 O 1.497 2.716 -0.227
57 H 3.145 -3.641 -4.503
58 C 0.549 -2.608 -6.375
59 C 3.270 -2.164 2.600
60 H -1.573 -0.465 -2.621
61 C 0.778 -2.536 -3.935
62 O -3.774 0.444 3.156
63 C -4.483 0.455 0.821
64 C 1.090 3.292 -1.485
65 C 4.111 -2.236 3.848
66 H 1.226 5.163 -2.474
67 H 3.503 1.706 1.915
68 C -5.085 0.921 3.561
69 H 0.146 -0.984 0.646
70 H -5.893 0.241 3.260
71 C 1.329 -3.027 -2.720
72 H 0.303 2.854 3.351
73 H 0.548 -1.531 -6.603
74 C -0.781 -1.213 -2.631

HOMO: -0.136 Ha
Charge: -1
Orbital gap: 5.80 eV
Energy above the lowest of the compared OMol25 structures with the same formula, charge and spin: 0.0 kJ/mol

---

no.,molecular weight (g mol⁻¹)
1,1141.1
2,108.1
3,98.1
4,136.2
5,60.1
6,500.6